[1]
Below is a cluster of 2 separate species, C5H12N2 in total at a distorted geometry, with properties calculated with ωB97M-V/def2-TZVPD.

Element x y z (Å)
C  -1.97  -0.29  -2.42
C  -0.58  -0.10  -1.88
C  0.81  1.71  -1.70
N  -0.43  1.37  -1.78
H  -2.18  -1.39  -2.48
H  -2.68  0.16  -1.72
H  -2.07  0.15  -3.42
H  0.20  -0.53  -2.54
H  -0.46  -0.58  -0.89
H  1.49  0.85  -1.81
H  1.29  2.62  -1.36
C  1.47  -1.30  3.39
C  1.14  -0.31  2.52
N  -0.09  0.32  2.38
H  0.72  -1.69  4.12
H  2.50  -1.63  3.44
H  1.96  0.22  2.02
H  -0.86  -0.33  2.63
H  -0.26  0.76  1.48

The energy relative to the best compared isomer or geometry (same formula, charge and spin) is 228.1 kJ/mol. The total energy is -8357.772 eV. The multiplicity is 1. As for the SMILES: C=NCC.C=CN.

=====

[2]
Below is an isolated molecule of CH3OP at a distorted geometry, with properties calculated with ωB97M-V/def2-TZVPD.

Element x y z (Å)
C  1.41  0.47  -0.05
O  2.43  -0.09  -0.16
P  -0.41  -0.26  -0.11
H  -0.87  -0.05  1.15
H  -0.95  1.04  -0.33
H  -1.62  -1.11  -0.51

The energy relative to the best compared isomer or geometry (same formula, charge and spin) is 232.1 kJ/mol. The total energy is -12418.951 eV. The multiplicity is 1. As for the SMILES: O=C=[PH3].

=====

[3]
Below is a cluster of 2 separate species, C4H10O2S in total at a distorted geometry, with properties calculated with ωB97M-V/def2-TZVPD.

Element x y z (Å)
O  -1.59  -3.00  0.89
C  -1.58  -2.02  1.59
C  -0.53  -0.93  1.47
C  0.44  -1.22  0.31
C  -0.11  -1.20  -1.09
S  0.90  -0.36  -2.39
H  -2.08  -2.11  2.56
H  0.13  -1.14  2.32
H  -0.98  0.05  1.52
H  1.25  -0.50  0.44
H  0.92  -2.18  0.53
H  -1.03  -0.61  -1.13
H  -0.40  -2.08  -1.64
H  0.57  0.93  -2.25
H  0.69  6.98  2.54
H  0.40  6.11  1.49
O  1.02  6.84  1.64

The energy relative to the best compared isomer or geometry (same formula, charge and spin) is 174.8 kJ/mol. The total energy is -19239.180 eV. The multiplicity is 1. As for the SMILES: O=CCCCS.O.

=====

[4]
Below is an isolated molecule of C4H3NS at a distorted geometry, with properties calculated with ωB97M-V/def2-TZVPD.

Element x y z (Å)
C  -1.13  -0.07  -0.11
C  -1.04  -1.45  -0.06
C  -0.19  0.90  -0.12
C  2.16  0.10  0.00
N  1.13  0.66  0.19
S  3.60  -0.28  -0.30
H  -2.26  0.11  -0.17
H  -1.87  -1.89  0.72
H  -0.40  1.94  -0.15

The energy relative to the best compared isomer or geometry (same formula, charge and spin) is 357.0 kJ/mol. The total energy is -16516.550 eV. The multiplicity is 1.

=====

[5]
Below is a structure of composition C61H42N11O2PbTe2 at a distorted geometry, with properties calculated with ωB97M-V/def2-TZVPD.

Element x y z (Å)
Pb  0.25  0.90  -1.01
C  -4.75  4.93  -1.80
C  -5.29  3.85  -2.48
C  -4.50  2.81  -2.95
C  -3.14  2.87  -2.69
C  -2.04  1.95  -2.93
N  -2.11  0.89  -3.71
C  -1.14  0.02  -3.87
C  -1.12  -0.98  -4.94
C  -2.03  -1.32  -5.92
C  -1.70  -2.38  -6.76
C  -0.49  -3.05  -6.64
C  0.43  -2.71  -5.67
C  0.10  -1.68  -4.80
C  0.76  -1.10  -3.65
N  1.95  -1.51  -3.22
C  2.68  -0.87  -2.33
N  2.39  0.31  -1.73
C  3.50  0.80  -1.12
N  3.69  2.01  -0.65
C  2.80  2.99  -0.69
N  1.46  2.90  -0.86
C  0.94  4.14  -1.00
N  -0.31  4.46  -1.25
C  -1.19  3.64  -1.78
N  -0.94  2.43  -2.31
C  -2.60  3.96  -1.98
C  -3.39  5.00  -1.54
C  2.00  5.12  -0.85
C  2.03  6.50  -0.96
C  3.26  7.13  -0.88
C  4.44  6.40  -0.68
C  4.42  5.02  -0.56
C  3.19  4.39  -0.65
C  4.55  -0.20  -1.19
C  5.82  -0.26  -0.64
C  6.53  -1.43  -0.80
C  6.00  -2.50  -1.52
C  4.75  -2.44  -2.11
C  4.02  -1.27  -1.94
N  -0.02  -0.13  -3.13
H  -5.41  5.71  -1.44
H  -6.36  3.81  -2.63
H  -4.92  1.97  -3.48
H  -2.96  -0.79  -6.01
H  -2.40  -2.68  -7.53
H  -0.27  -3.86  -7.32
H  1.37  -3.23  -5.55
H  -2.95  5.83  -1.01
H  1.12  7.05  -1.12
H  3.32  8.20  -0.98
H  5.38  6.92  -0.62
H  5.32  4.44  -0.41
H  6.21  0.59  -0.10
H  7.51  -1.52  -0.36
H  6.59  -3.41  -1.60
H  4.34  -3.27  -2.67
Te  2.17  2.27  3.52
C  1.11  -1.30  3.32
Te  1.30  0.37  1.95
C  3.24  -0.58  1.72
C  3.55  -1.18  3.05
C  4.85  -1.32  3.53
C  5.06  -1.79  4.82
C  3.99  -2.13  5.62
C  2.70  -2.01  5.14
C  2.47  -1.53  3.86
H  0.77  -2.14  2.71
H  0.38  -1.11  4.10
H  4.03  0.11  1.42
H  3.15  -1.36  0.96
H  5.68  -1.04  2.91
H  6.07  -1.87  5.19
H  4.15  -2.48  6.63
H  1.86  -2.27  5.76
O  -2.70  -0.52  -0.98
C  -2.68  -0.20  0.19
N  -3.76  -0.19  1.04
C  -3.34  -0.03  2.40
C  -1.86  0.36  2.15
O  -1.06  0.69  3.03
N  -1.57  0.20  0.88
C  -3.31  -1.35  3.18
C  -3.91  -2.50  2.70
C  -3.86  -3.67  3.43
C  -3.21  -3.71  4.65
C  -2.60  -2.56  5.13
C  -2.65  -1.39  4.41
C  -4.18  0.94  3.21
C  -3.64  1.67  4.26
C  -4.46  2.42  5.08
C  -5.83  2.48  4.84
C  -6.36  1.79  3.76
C  -5.55  1.02  2.96
H  -4.65  -0.57  0.75
H  -4.41  -2.51  1.74
H  -4.32  -4.56  3.04
H  -3.17  -4.63  5.22
H  -2.08  -2.58  6.08
H  -2.16  -0.50  4.78
H  -2.58  1.65  4.43
H  -4.04  2.96  5.91
H  -6.47  3.07  5.48
H  -7.42  1.85  3.55
H  -5.99  0.47  2.14
N  -0.37  -2.47  -0.43
C  0.13  -3.37  -1.33
C  1.33  -4.04  -1.07
C  1.78  -5.02  -1.92
C  1.07  -5.34  -3.06
C  -0.12  -4.68  -3.33
C  -0.59  -3.70  -2.48
H  0.27  -2.10  0.25
H  -1.11  -1.86  -0.74
H  1.89  -3.78  -0.18
H  2.70  -5.55  -1.68
H  1.43  -6.11  -3.73
H  -0.69  -4.93  -4.22
H  -1.50  -3.16  -2.70

The net charge is -1. The energy relative to the best compared isomer or geometry (same formula, charge and spin) is 0.0 kJ/mol. The total energy is -104265.149 eV. The multiplicity is 1.

=====

[6]
Below is an isolated molecule of C5H7FN2 at a distorted geometry, with properties calculated with ωB97M-V/def2-TZVPD.

Element x y z (Å)
C  0.75  1.06  0.17
C  0.86  -0.38  0.31
C  -0.36  1.71  -0.11
C  -0.49  -0.92  0.79
C  -1.60  -0.12  0.12
N  -1.58  1.13  -0.18
N  1.19  -1.04  -0.93
F  -2.71  -0.84  -0.10
H  1.79  1.53  -0.07
H  1.49  -0.64  1.08
H  -0.37  2.71  -0.57
H  -0.56  -2.04  0.64
H  -0.66  -0.76  1.84
H  0.41  -1.03  -1.65
H  1.86  -0.38  -1.36

The energy relative to the best compared isomer or geometry (same formula, charge and spin) is 152.5 kJ/mol. The total energy is -10994.727 eV. The multiplicity is 1. As for the SMILES: N[C@H]1C=CN=C(F)C1.

=====

[7]
Below is a structure of composition C14H56F6N5O21S2 at a distorted geometry, with properties calculated with ωB97M-V/def2-TZVPD.

Element x y z (Å)
C  -0.12  -3.19  1.68
C  0.62  -3.16  0.37
N  0.88  -1.77  -0.04
C  1.81  -0.95  0.56
C  1.52  0.29  0.08
N  0.57  0.17  -0.92
C  0.20  -1.11  -0.97
C  0.05  1.28  -1.73
H  0.29  -2.53  2.46
H  -0.38  -4.19  2.01
H  -1.08  -2.66  1.58
H  -0.08  -3.57  -0.36
H  1.57  -3.69  0.33
H  2.36  -1.31  1.41
H  1.79  1.32  0.27
H  -0.60  -1.50  -1.59
H  -0.15  0.98  -2.75
H  0.70  2.14  -1.77
H  -0.88  1.59  -1.24
C  -0.31  3.71  2.23
C  -0.86  3.92  3.62
N  -1.92  4.93  3.62
C  -3.24  4.72  3.31
C  -3.87  5.91  3.40
N  -2.97  6.83  3.91
C  -1.78  6.22  3.97
C  -3.32  8.23  4.22
H  -1.11  3.34  1.59
H  0.49  2.97  2.24
H  0.12  4.64  1.87
H  -0.09  4.23  4.32
H  -1.34  3.02  3.99
H  -3.72  3.83  2.95
H  -4.85  6.17  3.03
H  -0.85  6.69  4.21
H  -2.47  8.84  3.95
H  -3.50  8.23  5.30
H  -4.19  8.53  3.66
C  0.23  -6.49  -0.58
F  0.11  -6.25  0.72
F  -0.90  -6.18  -1.20
F  1.16  -5.71  -1.14
S  0.73  -8.32  -0.76
O  1.92  -8.40  0.05
O  -0.42  -9.07  -0.32
N  0.96  -8.51  -2.43
S  2.52  -8.38  -2.69
O  3.16  -7.24  -2.06
O  3.22  -9.64  -2.69
C  2.40  -7.79  -4.47
F  3.62  -7.65  -4.99
F  1.77  -8.72  -5.20
F  1.76  -6.63  -4.59
O  1.94  5.32  -1.37
H  1.36  5.00  -2.07
H  2.23  6.20  -1.65
O  -2.44  0.02  0.66
H  -2.75  -0.75  0.16
H  -2.49  -0.25  1.58
O  2.89  2.16  -3.33
H  3.13  2.52  -4.20
H  3.59  2.47  -2.75
O  0.57  4.22  -4.03
H  1.24  3.55  -3.83
H  0.22  3.96  -4.90
O  -3.08  2.70  0.59
H  -2.80  1.77  0.68
H  -4.01  2.66  0.32
O  3.81  1.00  2.30
H  3.87  1.81  2.81
H  3.97  1.27  1.39
O  -2.91  -5.07  1.57
H  -3.07  -4.58  2.40
H  -2.56  -4.43  0.94
O  -0.56  -0.86  -3.64
H  0.14  -0.18  -3.63
H  -1.01  -0.73  -4.48
O  -3.05  -4.43  4.36
H  -2.12  -4.66  4.42
H  -3.19  -3.76  5.04
O  -0.45  -3.64  -3.42
H  -0.57  -2.68  -3.57
H  0.51  -3.77  -3.41
O  1.71  -0.29  3.98
H  2.32  0.27  3.47
H  1.23  0.31  4.55
O  2.51  3.57  0.53
H  2.21  4.25  -0.13
H  3.30  3.20  0.15
O  -2.04  -3.59  -0.86
H  -1.75  -3.91  -1.74
H  -2.67  -2.88  -1.06
O  5.23  -1.02  3.68
H  6.05  -0.87  3.20
H  4.54  -0.67  3.10
O  -2.06  2.93  -4.40
H  -1.62  3.43  -3.69
H  -2.46  3.60  -4.96
O  1.48  0.84  -4.55
H  2.43  0.94  -4.42
H  1.25  1.48  -5.24
O  -1.90  4.45  -1.39
H  -1.55  5.17  -0.85
H  -2.20  3.78  -0.75

The net charge is +1. The total energy is -103841.132 eV. The multiplicity is 1.

=====

[8]
Below is an isolated molecule of C4H8BN at a distorted geometry, with properties calculated with ωB97M-V/def2-TZVPD.

Element x y z (Å)
B  1.02  -0.92  0.14
C  2.40  -0.25  -0.01
C  -0.19  1.42  -0.08
C  -1.58  -0.67  -0.15
C  -0.22  -0.06  -0.08
N  3.43  0.24  -0.14
H  0.98  -2.09  -0.03
H  -0.47  1.76  -1.08
H  0.79  1.81  0.15
H  -0.93  1.85  0.61
H  -2.32  -0.11  0.42
H  -1.89  -0.65  -1.20
H  -1.57  -1.71  0.17
H  0.53  -0.63  1.29

The energy relative to the best compared isomer or geometry (same formula, charge and spin) is 167.8 kJ/mol. The total energy is -6442.830 eV. The multiplicity is 1.